(1)
{
  "formula": "C37H28Cl5N2O6PtS5",
  "method": "ωB97M-V/def2-TZVPD",
  "charge": 1,
  "molar_mass_g_mol": 1129.317,
  "energy_ev": -174116.808,
  "e_homo_ev": -10.36,
  "fmax_ev_per_a": 0.84,
  "species": ["Pt", "O", "S", "C", "C", "C", "C", "S", "O", "C", "C", "C", "C", "C", "C", "C", "C", "C", "C", "C", "C", "H", "H", "H", "H", "H", "H", "H", "H", "H", "H", "H", "H", "H", "H", "H", "H", "H", "H", "Cl", "C", "C", "Cl", "C", "Cl", "C", "O", "C", "Cl", "C", "Cl", "S", "C", "S", "C", "N", "N", "C", "C", "C", "C", "C", "C", "S", "H", "H", "H", "H", "H", "O", "C", "C", "C", "C", "C", "C", "C", "O", "O", "H", "H", "H", "H", "H"],
  "xyz": [[0.44, 0.07, -0.05], [0.05, 1.47, 1.36], [-0.44, 1.27, 2.82], [-2.01, 2.16, 2.81], [-1.98, 3.45, 1.97], [-2.90, 3.37, 0.75], [-2.53, 2.28, -0.25], [-1.28, 2.61, -1.54], [-0.34, 1.40, -1.56], [-0.34, 4.00, -0.95], [0.98, 3.86, -0.55], [1.69, 5.00, -0.19], [1.09, 6.25, -0.23], [-0.22, 6.38, -0.67], [-0.93, 5.26, -1.06], [0.57, 2.41, 3.73], [1.70, 2.95, 3.15], [2.53, 3.76, 3.93], [2.21, 4.01, 5.25], [1.07, 3.45, 5.82], [0.24, 2.64, 5.06], [-2.22, 2.34, 3.86], [-2.74, 1.43, 2.45], [-0.96, 3.68, 1.67], [-2.31, 4.28, 2.60], [-2.97, 4.35, 0.28], [-3.91, 3.13, 1.09], [-3.40, 1.98, -0.85], [-2.18, 1.38, 0.25], [1.45, 2.89, -0.55], [2.73, 4.91, 0.12], [1.65, 7.13, 0.06], [-0.68, 7.36, -0.74], [-1.93, 5.36, -1.46], [1.94, 2.74, 2.12], [3.43, 4.17, 3.50], [2.86, 4.62, 5.86], [0.83, 3.64, 6.86], [-0.63, 2.17, 5.51], [-2.27, -6.41, -0.12], [-2.05, -4.71, -0.02], [-1.96, -4.10, 1.23], [-2.11, -5.03, 2.66], [-1.76, -2.72, 1.31], [-1.76, -1.94, 2.84], [-1.60, -1.95, 0.16], [-1.40, -0.62, 0.21], [-1.77, -2.57, -1.09], [-1.78, -1.59, -2.50], [-1.97, -3.95, -1.18], [-2.15, -4.69, -2.71], [4.98, 2.30, 4.01], [3.93, 1.12, 3.57], [3.61, 0.71, 1.90], [2.37, -0.39, 2.41], [2.23, -0.48, 3.69], [3.14, 0.31, 4.33], [3.11, 0.27, 5.77], [4.30, 0.27, 6.48], [4.25, 0.21, 7.86], [3.04, 0.14, 8.52], [1.85, 0.11, 7.79], [1.89, 0.18, 6.41], [1.40, -1.43, 1.38], [5.25, 0.32, 5.96], [5.18, 0.21, 8.43], [3.01, 0.09, 9.60], [0.90, 0.03, 8.30], [0.98, 0.13, 5.82], [4.52, 1.43, -2.09], [4.21, 0.46, -2.96], [5.06, 0.28, -4.05], [4.80, -0.70, -4.98], [3.67, -1.52, -4.88], [2.82, -1.36, -3.82], [3.07, -0.37, -2.85], [2.16, -0.23, -1.75], [2.28, 0.66, -0.82], [1.12, -0.97, -1.61], [3.87, 1.46, -1.38], [5.93, 0.92, -4.13], [5.47, -0.82, -5.82], [3.48, -2.28, -5.62], [1.94, -1.98, -3.70]],
  "mulliken_charge": [3.184, -1.487, 1.010, -1.183, 0.240, -1.539, 1.241, -0.197, -0.209, 0.085, 0.232, -0.569, -0.688, -0.767, -0.538, 0.633, -0.235, -1.381, -0.798, -0.770, -1.169, 0.893, 0.647, -0.362, 0.578, 0.385, 0.527, 0.607, -1.185, 0.541, 0.529, 0.421, 0.449, 0.639, 0.632, 0.944, 0.436, 0.506, 0.421, -0.165, 0.187, 0.251, -0.168, 0.852, -0.183, -1.545, -0.576, 0.572, -0.133, 0.166, -0.173, -0.201, 0.019, -0.122, 0.169, -0.739, 0.949, 0.148, -0.547, -0.731, -0.477, -0.890, 0.116, -0.228, 0.483, 0.404, 0.409, 0.400, 0.610, -0.659, 0.429, -0.727, -0.354, -0.817, -0.673, -0.396, 1.337, -0.267, -0.686, 0.379, 0.495, 0.398, 0.439, 0.546]
}

=====

(2)
{
  "formula": "C37H28CrFIN2O3P",
  "method": "ωB97M-V/def2-TZVPD",
  "charge": -1,
  "s_squared": 6.0544,
  "molar_mass_g_mol": 777.514,
  "spin_multiplicity": 5,
  "energy_ev": -96477.788,
  "e_homo_ev": [-2.03, -4.74],
  "fmax_ev_per_a": 0.62,
  "species": ["Cr", "C", "O", "C", "C", "C", "C", "C", "C", "N", "N", "C", "O", "C", "C", "C", "C", "C", "C", "C", "O", "H", "H", "H", "H", "H", "H", "H", "H", "H", "H", "H", "H", "I", "C", "C", "C", "C", "C", "C", "C", "C", "C", "P", "C", "C", "C", "C", "C", "C", "C", "C", "C", "C", "C", "C", "C", "H", "H", "H", "H", "H", "H", "H", "H", "H", "H", "H", "H", "H", "H", "H", "H", "F"],
  "xyz": [[0.24, -1.11, -0.62], [-2.42, -4.21, 1.39], [-1.44, -5.23, 1.26], [-0.52, -5.22, 0.25], [-0.02, -6.46, -0.08], [0.88, -6.65, -1.13], [1.25, -5.56, -1.87], [0.79, -4.27, -1.55], [1.25, -3.21, -2.41], [1.01, -1.97, -2.26], [1.57, -1.09, -3.20], [1.35, 0.12, -2.80], [0.71, 0.43, -1.71], [1.85, 1.25, -3.62], [1.06, 2.39, -3.73], [1.52, 3.49, -4.44], [2.78, 3.46, -5.03], [3.57, 2.33, -4.91], [3.10, 1.22, -4.21], [-0.06, -4.05, -0.44], [-0.45, -2.86, -0.05], [-3.18, -4.63, 2.05], [-2.88, -3.96, 0.43], [-2.02, -3.31, 1.83], [-0.38, -7.30, 0.51], [1.24, -7.64, -1.36], [1.92, -5.67, -2.72], [1.86, -3.48, -3.27], [0.09, 2.41, -3.25], [0.90, 4.38, -4.53], [3.15, 4.33, -5.57], [4.56, 2.31, -5.35], [3.71, 0.34, -4.10], [-2.37, -0.60, -1.42], [-3.46, 0.73, -0.19], [-4.82, 0.59, -0.51], [-5.74, 1.45, 0.04], [-5.30, 2.44, 0.90], [-3.94, 2.59, 1.24], [-3.56, 3.65, 2.10], [-2.24, 3.80, 2.52], [-1.29, 2.91, 2.10], [-1.58, 1.84, 1.20], [-0.18, 0.73, 1.02], [1.26, 1.82, 0.72], [1.12, 3.03, 0.04], [2.24, 3.76, -0.35], [3.51, 3.28, -0.06], [3.66, 2.08, 0.62], [2.55, 1.35, 1.01], [0.16, 0.09, 2.70], [0.80, 0.80, 3.71], [1.03, 0.22, 4.95], [0.62, -1.09, 5.20], [-0.02, -1.81, 4.20], [-0.24, -1.22, 2.96], [-2.93, 1.67, 0.72], [-5.13, -0.18, -1.20], [-6.79, 1.34, -0.19], [-6.00, 3.14, 1.33], [-4.33, 4.33, 2.44], [-1.97, 4.62, 3.18], [-0.27, 3.04, 2.45], [0.13, 3.39, -0.20], [2.11, 4.69, -0.89], [4.38, 3.85, -0.38], [4.65, 1.70, 0.83], [2.67, 0.40, 1.50], [1.14, 1.81, 3.53], [1.54, 0.78, 5.72], [0.82, -1.55, 6.16], [-0.33, -2.83, 4.38], [-0.71, -1.78, 2.17], [1.83, -1.43, 0.23]],
  "mulliken_spin": [3.137, 0.002, 0.000, -0.003, 0.008, 0.000, 0.005, 0.011, 0.034, -0.037, -0.006, 0.014, -0.066, 0.001, 0.000, 0.001, 0.000, 0.000, -0.001, 0.002, -0.016, 0.000, 0.000, 0.002, 0.001, 0.000, 0.000, 0.002, 0.000, 0.000, 0.000, 0.000, 0.000, -0.028, 0.033, 0.132, -0.056, 0.190, -0.111, 0.347, -0.068, 0.163, 0.154, -0.081, -0.056, 0.048, -0.002, -0.003, 0.001, 0.006, -0.002, 0.009, -0.005, 0.003, 0.002, 0.000, 0.000, 0.037, 0.002, 0.004, 0.020, -0.001, 0.110, 0.023, -0.001, 0.000, 0.000, 0.002, 0.009, 0.000, 0.000, 0.000, -0.006, 0.037]
}

=====

(3)
{
  "formula": "C37H28CrN10O3",
  "method": "ωB97M-V/def2-TZVPD",
  "charge": 1,
  "s_squared": 0.7616,
  "molar_mass_g_mol": 712.694,
  "spin_multiplicity": 2,
  "energy_ev": -88286.441,
  "e_homo_ev": [-10.72, -10.71],
  "fmax_ev_per_a": 1.80,
  "species": ["Cr", "C", "C", "C", "C", "N", "C", "N", "C", "N", "C", "N", "C", "C", "C", "C", "C", "N", "C", "C", "C", "C", "C", "C", "H", "H", "H", "H", "H", "H", "H", "H", "H", "H", "H", "H", "O", "C", "C", "C", "C", "C", "C", "C", "O", "N", "N", "C", "C", "C", "C", "C", "C", "N", "H", "H", "H", "H", "H", "H", "H", "H", "H", "H", "N", "C", "O", "C", "C", "C", "C", "N", "C", "H", "H", "H", "H", "H", "H"],
  "xyz": [[-1.24, 0.30, -0.35], [1.21, 3.54, -1.85], [1.72, 4.20, -0.74], [1.45, 3.68, 0.50], [0.64, 2.54, 0.64], [0.12, 1.92, -0.44], [0.45, 2.42, -1.65], [0.48, 2.11, 1.94], [-0.25, 1.14, 2.32], [-1.10, 0.33, 1.57], [-1.62, -0.65, 2.44], [-2.38, -1.63, 2.17], [-2.90, -1.97, 0.93], [-3.63, -3.16, 0.94], [-4.21, -3.64, -0.22], [-4.07, -2.88, -1.37], [-3.36, -1.71, -1.30], [-2.74, -1.24, -0.19], [-1.12, -0.40, 3.80], [-1.34, -1.07, 4.99], [-0.70, -0.58, 6.12], [0.14, 0.53, 6.05], [0.37, 1.18, 4.85], [-0.28, 0.70, 3.73], [1.42, 3.88, -2.85], [2.32, 5.09, -0.84], [1.85, 4.10, 1.41], [0.09, 1.88, -2.51], [-3.72, -3.68, 1.88], [-4.76, -4.57, -0.22], [-4.50, -3.19, -2.31], [-3.27, -1.10, -2.19], [-1.99, -1.93, 5.02], [-0.85, -1.08, 7.07], [0.61, 0.89, 6.96], [1.03, 2.04, 4.79], [0.91, -2.34, -4.58], [1.30, -3.03, -3.49], [2.17, -4.10, -3.70], [2.61, -4.85, -2.64], [2.21, -4.57, -1.33], [1.37, -3.50, -1.11], [0.91, -2.71, -2.18], [0.07, -1.57, -1.86], [-0.11, -1.22, -0.64], [-0.53, -0.89, -2.86], [-1.27, 0.09, -2.31], [-2.07, 0.81, -3.00], [-2.86, 1.75, -2.22], [-3.78, 2.62, -2.77], [-4.48, 3.48, -1.94], [-4.24, 3.44, -0.57], [-3.30, 2.55, -0.09], [-2.63, 1.72, -0.89], [0.26, -1.66, -4.30], [2.47, -4.32, -4.72], [3.30, -5.67, -2.82], [2.55, -5.18, -0.51], [1.05, -3.24, -0.11], [-2.18, 0.69, -4.08], [-3.94, 2.62, -3.84], [-5.21, 4.17, -2.35], [-4.76, 4.09, 0.11], [-3.06, 2.50, 0.97], [3.69, 1.44, 3.10], [4.59, 0.83, 2.29], [5.68, 0.46, 2.67], [4.14, 0.64, 0.87], [5.04, 0.77, -0.18], [4.60, 0.54, -1.47], [3.27, 0.20, -1.67], [2.40, 0.07, -0.67], [2.85, 0.25, 0.57], [3.94, 1.57, 4.06], [2.79, 1.77, 2.77], [6.07, 1.05, 0.03], [5.28, 0.63, -2.31], [2.88, 0.02, -2.67], [2.13, 0.07, 1.36]],
  "mulliken_spin": [1.094, -0.005, 0.008, -0.005, 0.015, -0.053, 0.034, -0.003, -0.001, -0.046, 0.010, -0.008, 0.014, -0.005, 0.004, -0.004, 0.008, -0.023, -0.002, 0.000, 0.001, 0.000, 0.001, 0.004, 0.000, 0.000, 0.000, -0.004, 0.000, 0.000, 0.000, 0.000, 0.000, 0.000, 0.000, 0.000, 0.001, 0.000, -0.001, 0.001, -0.001, 0.001, -0.007, 0.002, -0.008, 0.000, -0.021, -0.019, 0.023, -0.001, 0.003, 0.000, 0.009, -0.021, -0.001, 0.000, 0.000, 0.000, 0.000, 0.000, 0.000, 0.000, 0.000, -0.001, 0.000, 0.000, 0.000, 0.001, 0.000, 0.000, 0.000, 0.002, 0.001, 0.000, 0.000, 0.000, 0.000, 0.000, 0.000]
}